{
  "formula": "C2H3N5O",
  "method": "ωB97M-V/def2-TZVPD",
  "species": ["C", "C", "H", "H", "H", "N", "N", "N", "N", "N", "O"],
  "coordinates": [[-1.636185, -0.683123, 0.067551], [0.687748, 0.804074, -0.208173], [1.670944, -2.164618, 1.174605], [-2.652365, -1.278765, 0.560197], [0.875577, 2.480390, 0.102620], [0.586780, -0.474987, -0.298372], [-0.517710, -1.327844, -0.228853], [-1.763209, 0.770111, -0.303692], [-0.735477, 1.466750, -0.491706], [1.724061, 1.623573, 0.158327], [1.759831, -1.215565, -0.532504]],
  "forces_ev_per_a": [[-0.2, -0.9, -0.1], [0.8, 6.0, 1.8], [0.5, 1.4, -2.8], [3.3, 2.0, -2.1], [3.9, -1.5, 0.4], [2.2, -6.5, -2.5], [-1.5, 2.8, 1.9], [1.1, -0.5, 0.6], [0.4, -2.6, 0.8], [-7.6, -0.2, -1.8], [-2.8, 0.0, 3.8]],
  "mulliken_charge": [0.041, 0.388, 0.260, 0.314, 0.337, 0.567, -0.506, -0.195, -0.161, -0.564, -0.480],
  "homo_ev": -9.16,
  "total_energy_ev": -11609.043,
  "charge": 0,
  "de_lowest_kj_mol": 1137.3
}